Entry from the Open Molecules 2025 dataset: a cluster of 2 separate species, C5H13N in total in a non-equilibrium geometry (ωB97M-V/def2-TZVPD).

XYZ file:
```
19
Properties=species:S:1:pos:R:3:forces:R:3:nbo_charge:R:1
C 1.237474 -1.274294 0.226447 1.57 -1.34 1.47 -0.7231
C -2.876863 -0.513442 -0.140449 0.42 0.03 0.91 -0.4222
H -3.906684 -0.603927 -0.556854 0.61 0.02 0.55 0.1674
H 2.518636 2.040636 0.092453 0.03 0.16 -0.36 0.1852
C 1.959390 -0.061938 -0.309965 1.16 2.02 0.61 -0.2783
H 0.991841 1.371384 0.682660 -1.65 1.06 0.13 0.2196
H 2.111191 -1.643635 0.936597 0.58 -0.48 0.91 -0.0240
C 2.015697 1.208571 0.564696 0.23 -1.21 -1.06 -0.6179
H 1.385252 -2.079705 -0.470635 -0.81 -0.49 0.09 0.2370
N -2.648677 0.892715 0.358800 -1.69 -1.41 -0.67 -0.8507
H -2.427944 1.456980 -0.425725 -0.05 0.61 -1.10 0.3435
C 0.713301 -0.101555 -0.926707 -2.77 2.21 -2.09 -0.6533
H 2.377693 1.073904 1.521760 1.47 -0.49 2.17 0.1740
H 0.459795 -0.662600 -1.779320 0.52 -1.02 -1.42 0.1288
H 0.433525 -1.235799 0.920364 -0.54 -0.17 0.30 0.2338
H -2.709957 -1.205315 0.736332 -0.61 0.63 -0.87 0.1824
H -2.169690 -0.883469 -0.906451 -0.07 0.55 0.22 0.1967
H 2.975869 -0.372720 -0.581959 0.14 -0.22 -0.71 0.1400
H -1.792778 0.951211 0.835047 1.46 -0.48 0.93 0.3612
```
Positions in Å, forces in eV/Å.

Computed properties:
* electronic energy: -252.81140 a.u.
* HOMO level (spin up / spin down): 0.0199 / -0.0832 Eh
* multiplicity: 2
* expectation value of S²: 0.7572
* Kohn-Sham gap (spin up / spin down): 3.456 / 6.315 eV
* total charge: -1
* relative energy (zero: lowest compared OMol25 entry of this formula, charge and spin): 499.1 kJ/mol